Molecular formula: C34H62GeNO5PReS
Method: DFT, wB97M-V/def2-TZVPD

Element x y z (Å)
Re  -0.336  0.479  0.567
Ge  -2.040  -1.499  3.179
S  0.416  0.392  -3.535
P  1.350  -1.915  -0.276
O  0.305  2.487  2.005
O  -0.237  2.007  -1.244
O  0.831  1.730  -3.992
O  6.234  2.346  -0.205
O  1.828  0.663  0.464
N  -2.309  0.691  0.016
C  5.044  2.287  0.456
C  -2.745  -1.550  -1.046
C  -0.199  -4.238  0.030
C  0.923  -3.654  -0.813
C  2.034  -2.281  1.416
C  1.383  2.562  2.601
C  3.978  1.496  0.095
C  1.543  -3.181  -5.401
C  -3.960  1.924  -0.899
C  -0.610  -0.461  2.278
C  -1.714  2.014  -5.683
C  0.836  -2.195  -4.477
C  2.922  -1.596  -1.233
C  -3.597  -0.277  3.280
C  -2.924  1.923  0.005
C  1.491  3.664  -1.178
C  3.113  -3.347  1.542
C  -0.689  4.047  -2.381
C  4.941  3.127  1.575
C  2.756  1.492  0.813
C  -1.423  -1.979  5.027
C  3.771  3.161  2.286
C  -3.001  -0.091  -0.880
C  1.211  -0.756  -4.767
C  -4.011  0.633  -1.462
C  -1.329  0.086  -4.106
C  0.149  3.114  -1.559
C  -2.552  3.029  0.934
C  1.379  2.865  4.082
C  -2.663  -3.263  2.472
C  2.656  2.395  1.920
C  6.426  1.523  -1.328
C  -2.102  1.364  -4.360
C  3.612  -2.746  -1.961
H  4.039  0.869  -0.778
H  3.970  -3.507  -1.272
H  5.728  1.774  -2.133
H  -3.271  -2.096  -0.261
H  -2.311  2.907  -5.858
H  4.005  -3.079  0.981
H  2.621  -3.113  -5.290
H  -4.609  2.749  -1.131
H  -0.241  -2.331  -4.577
H  1.732  4.551  -1.755
H  -1.325  -0.521  -5.008
H  -1.745  3.797  -2.321
H  2.680  -0.805  -1.948
H  -1.773  -0.469  -3.282
H  2.412  -1.325  1.784
H  -1.562  3.433  0.729
H  -3.285  3.829  0.840
H  5.787  3.742  1.834
H  -3.899  0.001  2.277
H  -0.502  -2.558  4.990
H  7.445  1.712  -1.661
H  2.768  -4.320  1.203
H  -3.172  1.135  -4.362
H  6.322  0.463  -1.074
H  1.236  -4.199  -5.177
H  1.469  3.923  -0.118
H  -0.666  2.299  -5.668
H  -0.508  -5.204  -0.366
H  1.807  -4.290  -0.758
H  -4.714  0.267  -2.188
H  -0.350  3.934  -3.413
H  -1.681  -1.771  -0.964
H  -4.433  -0.740  3.792
H  -0.530  5.077  -2.074
H  1.093  -2.403  -3.437
H  2.350  2.717  4.541
H  1.293  -2.971  -6.439
H  0.107  -0.233  3.083
H  -1.055  -3.572  0.030
H  -2.172  -2.584  5.530
H  3.392  -3.443  2.589
H  1.168  -2.529  2.035
H  2.959  -3.225  -2.685
H  4.477  -2.354  -2.499
H  -2.545  2.666  1.963
H  -1.914  2.052  -3.539
H  -3.131  -1.889  -2.005
H  0.913  -0.434  -5.765
H  0.121  -4.377  1.058
H  1.058  3.896  4.225
H  3.692  3.836  3.126
H  -1.879  1.320  -6.509
H  -3.525  -3.557  3.066
H  0.637  2.228  4.558
H  0.602  -3.614  -1.856
H  -2.965  -3.236  1.433
H  2.286  -0.608  -4.662
H  -1.244  -1.096  5.633
H  -1.899  -4.024  2.591
H  3.604  -1.170  -0.494
H  -3.321  0.627  3.812
H  2.267  2.913  -1.317

Properties
Net charge ... 0
Strongest force on any atom ... 3.41 eV/Å
HOMO level (alpha / beta) ... -0.24515 / -0.24528 Ha
<S²> ... 0.82
Spin multiplicity ... 2

Molecular formula: C30H45Br2IrN6O3P
Method: DFT, wB97M-V/def2-TZVPD

Element x y z (Å)
Ir  -1.125  -0.230  0.561
Br  0.063  2.297  -2.680
Br  -3.100  1.908  -3.125
P  2.243  -0.129  1.629
O  -1.779  -0.604  2.466
O  -1.947  -3.136  -5.680
O  -1.128  -2.155  1.257
N  -0.690  -0.738  -1.341
N  -0.771  -1.801  -3.548
N  -1.648  -1.863  2.381
N  0.777  0.235  1.015
N  -1.607  1.771  0.439
N  -3.127  -0.382  0.080
C  3.439  0.760  0.474
C  2.128  -2.644  0.431
C  0.915  0.282  4.055
C  4.138  -2.260  1.873
C  -1.306  4.124  0.545
C  -5.871  -0.235  -0.256
C  -0.557  -3.255  -3.716
C  -0.744  -1.247  -2.378
C  2.858  2.119  0.057
C  -0.805  2.819  0.502
C  3.604  -0.034  -0.833
C  -3.819  -1.469  -0.214
C  -5.206  -1.429  -0.387
C  -5.147  0.940  0.020
C  3.425  0.208  4.182
C  -1.743  -3.832  -4.470
C  -3.769  0.811  0.182
C  -3.530  3.232  0.397
C  2.241  2.183  3.235
C  -1.445  2.615  -3.831
C  4.821  0.976  1.105
C  2.222  0.651  3.338
C  -5.733  2.249  0.111
C  -2.662  4.334  0.503
C  2.642  -1.962  1.713
C  1.901  -2.623  2.885
C  -2.265  -1.779  -5.461
C  -4.959  3.342  0.292
C  -2.950  1.967  0.364
C  -1.112  -1.064  -4.778
H  -5.404  4.327  0.342
H  2.730  2.816  0.880
H  0.792  -0.783  4.228
H  3.391  0.766  5.120
H  -5.737  -2.344  -0.609
H  -0.613  4.950  0.609
H  -0.441  -3.713  -2.735
H  0.252  2.598  0.544
H  5.477  1.389  0.337
H  -1.555  -4.873  -4.725
H  5.278  0.055  1.461
H  4.160  0.596  -1.530
H  0.925  0.772  5.031
H  3.183  2.575  2.860
H  2.682  -2.370  -0.460
H  -1.383  -0.048  -4.511
H  -1.254  2.146  -4.788
H  3.558  2.572  -0.647
H  1.071  -2.446  0.265
H  2.041  -3.701  2.795
H  0.046  0.652  3.510
H  1.904  1.990  -0.453
H  -6.806  2.344  0.011
H  4.724  -1.965  1.005
H  -2.459  -1.334  -6.435
H  -3.068  5.337  0.538
H  4.798  1.691  1.925
H  4.380  0.430  3.709
H  2.290  -2.331  3.857
H  -3.172  -1.694  -4.847
H  -1.573  3.684  -3.935
H  0.831  -2.438  2.863
H  -6.945  -0.187  -0.381
H  4.252  -3.340  1.984
H  1.420  2.560  2.624
H  -0.232  -1.057  -5.423
H  3.399  -0.849  4.437
H  4.572  -1.797  2.758
H  2.243  -3.721  0.566
H  2.641  -0.264  -1.293
H  2.109  2.577  4.244
H  -2.646  -3.780  -3.846
H  -3.263  -2.396  -0.280
H  0.361  -3.396  -4.289
H  4.173  -0.951  -0.709

Properties
Net charge ... +2
Strongest force on any atom ... 0.59 eV/Å
HOMO level (alpha / beta) ... -0.51934 / -0.51170 Ha
<S²> ... 0.76
ΔE to the lowest compared entry with this formula, charge and spin ... 49.8 kJ/mol
Spin multiplicity ... 2

Molecular formula: C41H39F15GeN4O5S3Si4Tl
Method: DFT, wB97M-V/def2-TZVPD

Element x y z (Å)
Tl  0.200  0.948  -0.454
Ge  0.673  -3.895  0.707
S  -1.393  -1.203  1.383
S  2.144  5.272  0.551
S  3.780  2.571  -0.710
Si  -2.493  2.930  -1.917
Si  -4.407  0.297  0.048
Si  -2.769  2.014  0.279
Si  -2.703  2.786  2.534
F  0.243  -9.426  1.212
F  -0.796  -9.639  -1.274
F  -0.348  -5.026  -1.881
F  5.208  -5.302  -2.038
F  3.269  -1.142  -3.025
F  4.778  -4.113  4.354
F  -1.090  -7.428  -2.817
F  1.004  -7.073  2.175
F  3.940  -4.064  1.840
F  5.240  -2.976  -3.413
F  3.019  -4.288  6.404
F  -0.532  -4.433  3.368
F  0.357  -4.444  5.894
F  1.382  -1.567  -1.205
F  3.284  -5.811  -0.274
O  4.613  3.613  -0.180
O  1.556  -1.568  1.826
O  4.315  1.242  -0.811
O  -2.204  -3.608  0.418
O  1.804  3.005  2.047
N  2.375  2.391  0.144
N  1.454  0.701  1.549
N  1.605  4.057  -6.009
N  0.213  3.479  0.275
C  0.806  -4.368  3.565
C  3.652  1.321  2.234
C  -1.519  4.008  3.254
C  3.466  -4.209  4.093
C  2.088  -0.458  1.837
C  2.150  3.713  -4.776
C  2.998  -4.200  2.793
C  -2.736  1.273  3.626
C  -0.569  -7.317  -1.588
C  -4.013  -0.984  -1.267
C  2.039  2.402  -4.299
C  -4.415  3.592  2.513
C  0.487  5.801  0.312
C  2.269  -3.691  -0.599
C  -0.176  -6.098  -1.073
C  3.258  -4.617  -0.884
C  3.153  3.047  -2.278
C  2.767  4.681  -3.980
C  3.557  -0.209  2.158
C  2.577  -4.297  5.142
C  -5.951  1.247  -0.492
C  2.338  -2.524  -1.336
C  2.534  2.070  -3.055
C  -0.424  -8.443  -0.807
C  0.492  -7.085  0.930
C  4.265  -4.383  -1.799
C  1.227  -4.377  4.878
C  -0.327  4.738  0.205
C  3.273  4.351  -2.734
C  -4.949  -0.617  1.594
C  0.372  -5.924  0.188
C  -0.979  3.855  -2.495
C  3.306  -2.261  -2.284
C  4.290  -3.197  -2.504
C  1.551  3.532  0.702
C  2.363  1.790  1.552
C  -2.747  1.510  -3.113
C  -1.686  -2.654  0.803
C  -3.982  4.077  -2.041
C  1.658  -4.284  2.474
C  0.109  -8.327  0.458
H  -1.859  0.643  3.450
H  1.581  1.641  -4.925
H  3.610  1.686  3.259
H  4.146  -0.606  1.328
H  -6.812  0.569  -0.478
H  -2.939  -1.060  -1.466
H  -4.349  -1.966  -0.924
H  -2.004  0.721  -2.957
H  -3.922  4.890  -1.308
H  -1.575  4.983  2.767
H  -3.630  0.665  3.475
H  3.766  5.086  -2.112
H  -5.861  1.655  -1.505
H  -1.753  4.122  4.318
H  -0.070  3.478  -2.018
H  1.964  4.895  -6.430
H  4.538  1.731  1.755
H  -0.873  3.738  -3.577
H  -2.705  1.588  4.674
H  -5.535  0.020  2.265
H  -0.492  3.653  3.162
H  -3.741  1.062  -3.015
H  0.239  6.853  0.263
H  -4.922  3.542  -1.869
H  -4.668  3.926  3.526
H  -1.402  4.834  0.049
H  -4.516  -0.761  -2.212
H  -5.204  2.907  2.179
H  -5.581  -1.454  1.284
H  3.851  -0.726  3.070
H  2.489  1.047  -2.692
H  -4.104  -1.027  2.152
H  1.479  3.301  -6.660
H  2.863  5.697  -4.351
H  -1.038  4.919  -2.255
H  -4.026  4.529  -3.037
H  -4.428  4.472  1.859
H  -6.174  2.080  0.186
H  -2.637  1.878  -4.139

Properties
Net charge ... -1
Strongest force on any atom ... 1.49 eV/Å
HOMO level ... -0.17552 Ha
ΔE to the lowest compared entry with this formula, charge and spin ... 678.8 kJ/mol

Molecular formula: C18H37NO5
Method: DFT, wB97M-V/def2-TZVPD

Element x y z (Å)
O  -2.679  2.990  1.054
O  -0.003  -0.836  -2.962
O  -1.001  1.570  0.504
O  -1.750  2.657  3.079
O  0.885  -4.013  0.426
N  2.803  3.691  2.833
C  0.258  4.124  1.332
C  -3.780  1.524  2.601
C  0.157  -1.634  -5.179
C  1.161  -5.412  0.526
C  0.818  -2.010  -2.942
C  -0.577  -0.667  -4.260
C  -0.131  -6.068  0.992
C  0.985  -0.199  1.656
C  0.563  -0.198  0.176
C  -1.181  -5.154  0.364
C  1.582  4.807  1.012
C  -1.587  2.782  0.141
C  0.494  -2.772  -4.219
C  -0.522  -3.789  0.513
C  -0.644  3.973  0.106
C  -2.613  2.412  2.291
C  2.431  4.996  2.262
C  0.097  1.160  -0.301
H  1.428  -0.460  -0.438
H  -0.211  -7.108  0.678
H  1.074  -1.176  -5.557
H  0.709  -1.139  2.133
H  1.870  5.608  2.981
H  -0.466  0.376  -4.560
H  2.147  4.171  0.323
H  -0.273  4.660  2.122
H  -2.073  2.676  -0.838
H  1.464  -5.787  -0.458
H  -1.646  -0.902  -4.210
H  -0.196  1.118  -1.355
H  0.607  -2.576  -2.034
H  -4.572  2.128  3.048
H  0.491  0.604  2.206
H  2.038  3.306  3.374
H  3.356  5.518  2.015
H  0.930  1.868  -0.207
H  -1.246  4.869  -0.054
H  -4.159  1.028  1.711
H  -2.155  -5.205  0.849
H  3.587  3.795  3.464
H  -0.814  -3.086  -0.268
H  1.870  -1.706  -2.917
H  2.060  -0.057  1.751
H  1.990  -5.556  1.219
H  -0.018  3.874  -0.788
H  -3.465  0.792  3.341
H  -0.201  -0.949  -0.020
H  0.463  3.133  1.740
H  -0.447  -1.942  -6.032
H  -0.203  -6.033  2.081
H  -1.311  -5.399  -0.693
H  -0.755  -3.340  1.485
H  1.417  5.773  0.525
H  -0.379  -3.412  -4.069
H  1.321  -3.397  -4.554

Properties
Net charge ... 0
Strongest force on any atom ... 0.55 eV/Å
HOMO level ... -0.33214 Ha
ΔE to the lowest compared entry with this formula, charge and spin ... 0.0 kJ/mol

Molecular formula: C18H27N3O2
Method: DFT, wB97M-V/def2-TZVPD

Element x y z (Å)
O  0.001  1.342  1.777
O  -1.139  -0.635  -1.454
N  0.598  1.410  -0.438
N  -1.707  -1.072  0.674
N  -1.501  2.085  0.272
C  -0.893  -4.175  -0.973
C  -1.905  -0.485  -0.514
C  -2.855  1.466  -1.697
C  1.908  0.936  -0.287
C  -2.589  1.938  1.210
C  -0.512  -1.827  0.983
C  4.546  0.020  -0.111
C  -1.937  2.518  -1.034
C  4.008  0.844  0.869
C  -3.684  1.029  0.609
C  2.707  1.305  0.788
C  -1.637  -4.031  0.349
C  -0.271  1.583  0.615
C  3.739  -0.338  -1.184
C  -0.841  -3.259  1.403
C  2.437  0.110  -1.275
C  -3.170  0.368  -0.673
C  5.967  -0.451  -0.029
H  -1.447  -4.827  -1.646
H  0.108  -1.822  0.086
H  -1.072  2.748  -1.656
H  -2.492  3.452  -0.886
H  -3.001  2.925  1.447
H  -0.776  -3.211  -1.460
H  -2.164  1.520  2.124
H  2.304  1.938  1.561
H  0.033  -1.314  1.783
H  6.307  -0.482  1.003
H  -2.588  -3.523  0.171
H  6.619  0.228  -0.580
H  -2.338  -0.903  1.438
H  -3.779  1.933  -2.041
H  -3.943  -0.293  -1.082
H  -1.862  -5.023  0.747
H  -2.363  1.009  -2.555
H  4.618  1.135  1.712
H  -1.413  -3.237  2.335
H  6.072  -1.442  -0.465
H  -4.021  0.289  1.337
H  1.815  -0.186  -2.108
H  0.093  -4.607  -0.812
H  -4.558  1.627  0.342
H  0.099  -3.776  1.602
H  0.169  1.109  -1.305
H  4.135  -0.980  -1.958

Properties
Net charge ... 0
Strongest force on any atom ... 0.71 eV/Å
HOMO level ... -0.29134 Ha
ΔE to the lowest compared entry with this formula, charge and spin ... 49.0 kJ/mol

Molecular formula: C2H6N4S
Method: DFT, wB97M-V/def2-TZVPD

Element x y z (Å)
S  -2.753  -0.056  -0.411
N  -1.641  -0.895  0.637
N  -0.207  1.819  0.387
N  1.538  -1.014  -0.682
N  0.533  -0.276  0.018
C  0.726  1.134  -0.115
C  -0.402  -0.981  0.713
H  1.656  1.418  -0.542
H  1.977  -1.598  0.024
H  -0.067  -1.849  1.433
H  0.721  -1.710  -1.188
H  0.255  2.793  0.418
H  -2.337  1.216  -0.692

Properties
Net charge ... 0
Strongest force on any atom ... 5.46 eV/Å
HOMO level ... -0.31360 Ha
ΔE to the lowest compared entry with this formula, charge and spin ... 366.0 kJ/mol